{
  "formula": "C34H40KN5OS3Se3Te",
  "method": "ωB97M-V/def2-TZVPD",
  "energy_ev": -297571.7628,
  "total_charge": -2,
  "multiplicity": 1,
  "homo_lumo_gap_ev": 3.93,
  "e_above_lowest_kj_mol": 158.7,
  "elements": ["K", "C", "C", "C", "C", "C", "C", "C", "N", "C", "N", "C", "C", "C", "C", "C", "C", "C", "N", "C", "C", "C", "C", "C", "C", "C", "H", "H", "H", "H", "H", "H", "H", "H", "H", "H", "H", "H", "H", "H", "H", "H", "H", "H", "H", "H", "H", "H", "C", "C", "S", "C", "C", "S", "C", "C", "S", "H", "H", "H", "H", "H", "H", "H", "H", "H", "H", "H", "H", "Se", "Se", "Te", "Se", "N", "C", "O", "C", "C", "C", "C", "N", "C", "H", "H", "H", "H", "H", "H"],
  "positions_angstrom": [[-0.2834, -0.1843, -1.0686], [5.5133, 1.5928, 0.7371], [6.1685, 1.9913, -0.5604], [7.5552, 1.9794, -0.6998], [8.1825, 2.4278, -1.8549], [7.4099, 2.9061, -2.9046], [6.0271, 2.8956, -2.8013], [5.3975, 2.4345, -1.6462], [3.9950, 2.4587, -1.5469], [3.1754, 1.3275, -1.3250], [3.8812, 0.1645, -1.2982], [3.4514, -1.2107, -1.1686], [2.0994, -1.5401, -1.0880], [1.8821, -2.9282, -1.0261], [2.8916, -3.8908, -1.0184], [4.2189, -3.4787, -1.0735], [4.5219, -2.1229, -1.1538], [5.9652, -1.6736, -1.2375], [1.9132, 1.4580, -1.1519], [1.3597, 2.7508, -1.1812], [1.2408, 3.4849, -0.0003], [0.6763, 4.7500, -0.0038], [0.2143, 5.2960, -1.1961], [0.3178, 4.5605, -2.3699], [0.8827, 3.2864, -2.3871], [0.9458, 2.4727, -3.6582], [6.2362, 1.6359, 1.5531], [5.0930, 0.5838, 0.7016], [4.6818, 2.2657, 0.9621], [8.1553, 1.6280, 0.1336], [9.2633, 2.4076, -1.9308], [7.8804, 3.2709, -3.8097], [5.4125, 3.2424, -3.6256], [3.5131, 3.1916, -2.0442], [4.8434, 0.2767, -1.5620], [0.8497, -3.2931, -0.9869], [2.6542, -4.9485, -0.9723], [5.0256, -4.2068, -1.0649], [6.6298, -2.5383, -1.2059], [6.2449, -1.0101, -0.4090], [6.1822, -1.1335, -2.1691], [1.5795, 3.0305, 0.9261], [0.5627, 5.2920, 0.9311], [-0.2526, 6.2738, -1.2070], [-0.0805, 4.9655, -3.2952], [0.5438, 3.0396, -4.4971], [0.3531, 1.5559, -3.5806], [1.9690, 2.1638, -3.9010], [0.2356, -0.8266, 5.3492], [0.9229, 0.4548, 4.8805], [1.0461, 0.7894, 3.1096], [1.7714, -0.7373, 2.4477], [0.8722, -1.9792, 2.2615], [-0.8127, -1.5723, 1.7305], [-1.7934, -2.7208, 2.6863], [-1.6075, -2.6438, 4.2089], [-1.5364, -0.9856, 4.9631], [0.3306, -0.8673, 6.4359], [0.7453, -1.6998, 4.9516], [1.9288, 0.4665, 5.3095], [0.3925, 1.3297, 5.2657], [2.6362, -0.9986, 3.0649], [2.1477, -0.4407, 1.4648], [0.8164, -2.5606, 3.1804], [1.3312, -2.6042, 1.4968], [-1.6282, -3.7474, 2.3528], [-2.8063, -2.4377, 2.3947], [-0.7111, -3.1749, 4.5308], [-2.4522, -3.1459, 4.6831], [-3.0330, 0.8498, -4.7943], [-2.7780, -0.8347, -3.2072], [-4.6120, -0.0847, -1.5879], [-4.5409, -1.7635, 0.2258], [-3.9367, 5.6983, 1.9464], [-2.9373, 4.7452, 1.9862], [-2.2264, 4.6493, 2.9707], [-2.7830, 3.9099, 0.7725], [-3.3246, 4.2462, -0.4705], [-3.0954, 3.4284, -1.5479], [-2.3593, 2.2568, -1.3529], [-1.7921, 1.9415, -0.1810], [-2.0049, 2.7625, 0.8457], [-4.1410, 6.1009, 2.8438], [-4.7269, 5.5337, 1.3477], [-3.8790, 5.1696, -0.6063], [-3.4888, 3.6360, -2.5345], [-2.1029, 1.6459, -2.2215], [-1.5520, 2.4918, 1.7984]]
}

---

{
  "formula": "C34H40LaN11O2S3",
  "method": "ωB97M-V/def2-TZVPD",
  "energy_ev": -89765.1421,
  "total_charge": 0,
  "multiplicity": 1,
  "homo_lumo_gap_ev": 7.35,
  "e_above_lowest_kj_mol": 11.5,
  "elements": ["La", "C", "C", "N", "C", "S", "N", "N", "C", "C", "C", "C", "C", "C", "C", "N", "H", "H", "H", "H", "H", "H", "H", "H", "H", "H", "H", "H", "H", "N", "C", "S", "N", "N", "C", "C", "C", "C", "C", "C", "C", "O", "H", "H", "H", "H", "H", "H", "H", "C", "C", "C", "N", "C", "S", "N", "C", "O", "C", "C", "C", "C", "C", "C", "H", "H", "H", "H", "H", "H", "H", "H", "H", "H", "H", "H", "H", "H", "N", "C", "C", "C", "C", "C", "N", "H", "H", "H", "H", "H", "H"],
  "positions_angstrom": [[-0.9160, -0.9532, 0.8508], [-0.4148, 3.6633, 5.1844], [-1.4461, 2.5503, 5.3021], [-0.8371, 1.2449, 5.1092], [-1.1772, 0.2959, 4.2048], [-2.3735, 0.6331, 2.9795], [-0.5900, -0.8653, 4.4384], [-0.5327, -1.7435, 3.3772], [-0.6451, -2.9861, 3.6627], [-1.1036, -3.4895, 4.9923], [-0.3043, -3.9588, 2.5776], [-0.3488, -5.3226, 2.8105], [-0.0031, -6.1992, 1.7907], [0.3971, -5.6908, 0.5718], [0.4227, -4.3164, 0.4216], [0.0748, -3.4702, 1.3895], [-0.8942, 4.6432, 5.2745], [0.0975, 3.6082, 4.2176], [0.3439, 3.5894, 5.9714], [-2.2179, 2.6653, 4.5485], [-1.9357, 2.5906, 6.2790], [-0.1588, 0.9304, 5.7864], [-1.3887, -2.6486, 5.6161], [-0.3229, -4.0599, 5.5082], [-1.9701, -4.1446, 4.8559], [-0.6497, -5.6963, 3.7815], [-0.0453, -7.2695, 1.9556], [0.6756, -6.3324, -0.2522], [0.7457, -3.8716, -0.5116], [-4.7784, -2.4656, -1.4203], [-3.4790, -2.3914, -0.9998], [-3.1998, -2.6929, 0.7059], [-2.6136, -2.1570, -1.9482], [-1.3161, -1.8815, -1.5135], [-0.4022, -2.2156, -2.3329], [1.0360, -1.9413, -2.1471], [1.9407, -2.6898, -2.9048], [3.3079, -2.5172, -2.7910], [3.7809, -1.5400, -1.9127], [2.9023, -0.7671, -1.1737], [1.5147, -0.9580, -1.2558], [0.6847, -0.2188, -0.5361], [-5.4334, -2.8964, -0.7958], [-4.9307, -2.5585, -2.4109], [-0.6941, -2.7686, -3.2268], [1.5435, -3.4285, -3.5962], [3.9928, -3.1226, -3.3720], [4.8488, -1.3753, -1.8132], [3.2606, 0.0066, -0.5033], [-1.3844, -0.3668, -6.4233], [-1.5759, -0.3849, -4.9097], [-2.1974, 0.9171, -4.4200], [-2.6177, 0.8408, -3.0111], [-2.1459, 1.2900, -1.8608], [-3.0182, 0.9114, -0.4443], [-1.0017, 2.0539, -1.7157], [0.1983, 2.1005, -2.4196], [0.5375, 1.3109, -3.2657], [1.0910, 3.2386, -2.0180], [2.4478, 2.9877, -1.8587], [3.3148, 4.0372, -1.5907], [2.8290, 5.3399, -1.5115], [1.4717, 5.5904, -1.6851], [0.5997, 4.5354, -1.9274], [-0.9178, -1.2908, -6.7706], [-0.7392, 0.4648, -6.7273], [-2.3398, -0.2592, -6.9481], [-0.6222, -0.5192, -4.4065], [-2.2222, -1.2186, -4.6116], [-3.1013, 1.1248, -4.9962], [-1.5226, 1.7514, -4.5542], [-3.3950, 0.2192, -2.8356], [-0.9524, 2.4727, -0.7885], [2.8112, 1.9684, -1.9490], [4.3741, 3.8421, -1.4607], [3.5097, 6.1619, -1.3181], [1.0945, 6.6057, -1.6401], [-0.4575, 4.7232, -2.0832], [-0.4644, 2.8291, 1.2437], [0.7620, 2.2740, 1.5855], [1.9204, 3.0445, 1.4456], [3.1325, 2.4787, 1.7430], [3.1709, 1.1651, 2.1951], [1.9832, 0.4791, 2.2961], [0.7809, 1.0027, 1.9924], [-0.5007, 3.8322, 1.3391], [-1.2556, 2.3596, 1.6873], [1.8438, 4.0686, 1.0984], [4.0452, 3.0554, 1.6350], [4.1016, 0.6825, 2.4624], [1.9656, -0.5369, 2.6818]]
}

---

{
  "formula": "C34H40N4NiO2P2",
  "method": "ωB97M-V/def2-TZVPD",
  "energy_ev": -105572.9382,
  "total_charge": 0,
  "multiplicity": 3,
  "homo_lumo_gap_ev": [5.81, 6.84],
  "e_above_lowest_kj_mol": 271.9,
  "elements": ["Ni", "C", "C", "C", "C", "C", "C", "C", "C", "C", "H", "H", "H", "H", "H", "H", "H", "H", "H", "H", "H", "H", "H", "H", "H", "P", "P", "N", "N", "N", "N", "C", "C", "C", "C", "C", "C", "C", "C", "C", "C", "C", "C", "C", "C", "C", "C", "C", "C", "H", "H", "H", "H", "H", "H", "H", "H", "H", "H", "H", "H", "H", "H", "H", "H", "H", "H", "H", "H", "O", "C", "O", "C", "C", "C", "C", "C", "C", "H", "H", "H", "H", "H"],
  "positions_angstrom": [[0.5198, -1.3952, 0.5066], [0.2810, -4.4904, 0.1175], [-0.9123, -3.9816, -0.2552], [-2.2621, -4.1908, 0.4621], [-2.2007, -4.0995, 2.0149], [-1.2949, -3.0166, 2.5189], [0.0757, -2.9074, 2.4833], [0.9300, -4.1325, 2.4846], [0.5454, -5.2041, 1.4266], [0.9072, 1.5399, 0.8857], [1.1484, -4.5616, -0.5933], [-1.1223, -3.8323, -1.3241], [-2.8653, -5.0989, 0.1884], [-2.9043, -3.3737, 0.1049], [-3.2471, -3.9382, 2.3893], [-1.9433, -5.1183, 2.3681], [-1.8810, -2.5412, 3.3055], [0.6395, -1.9543, 2.7700], [1.0482, -4.6316, 3.4739], [1.9468, -3.8033, 2.2110], [1.3590, -5.9530, 1.3119], [-0.3161, -5.7548, 1.8526], [1.9466, 1.2486, 0.3872], [1.3164, 2.2801, 1.6607], [0.5105, 2.3033, 0.1550], [-0.5779, 0.6100, 1.7562], [-0.6003, 0.2564, -1.3595], [-0.0845, 0.2777, 3.4181], [-1.7677, 1.9503, 2.2459], [0.5544, -1.0656, -1.8053], [-1.2362, 0.4718, -2.9626], [-1.8665, -0.6460, 1.0634], [-1.8834, -0.7143, -0.5128], [1.2899, 0.1515, 3.7075], [1.4811, -0.2618, 5.0101], [0.1601, -0.4905, 5.5539], [-0.7619, -0.1962, 4.5619], [-1.2996, 3.0948, 2.8823], [-2.3567, 3.9207, 3.1525], [-3.5353, 3.2495, 2.6255], [-3.1411, 2.0779, 2.0334], [1.8640, -0.8881, -1.0375], [2.6489, -2.0254, -1.5901], [1.8618, -2.8920, -2.3062], [0.5611, -2.2958, -2.3905], [-1.3826, -0.3904, -4.0611], [-1.7019, 0.3875, -5.1761], [-1.7376, 1.7647, -4.7496], [-1.4362, 1.8004, -3.3918], [-2.8917, -0.4222, 1.3867], [-1.6305, -1.6552, 1.4803], [-1.8164, -1.7706, -0.8017], [-2.8778, -0.3918, -0.8939], [2.0112, 0.4349, 2.9555], [2.4145, -0.3699, 5.5459], [-0.0550, -0.8269, 6.5686], [-1.8542, -0.2420, 4.5707], [-0.2639, 3.1055, 3.2318], [-2.3604, 4.8343, 3.7629], [-4.5595, 3.5590, 2.8030], [-3.7148, 1.2100, 1.6907], [2.3044, 0.1319, -1.3377], [3.7117, -2.2115, -1.3858], [2.1076, -3.8347, -2.7633], [-0.2554, -2.7499, -2.9501], [-1.2871, -1.4552, -3.9600], [-1.8963, 0.0023, -6.1597], [-1.9516, 2.6108, -5.3664], [-1.2880, 2.5956, -2.6892], [3.3796, 1.9128, -1.9581], [2.3835, 2.4946, -2.4786], [1.2206, 1.9649, -2.6494], [2.6539, 3.8839, -3.0358], [1.5763, 4.6405, -3.5299], [1.7787, 5.9669, -3.9116], [3.0612, 6.5263, -3.7863], [4.1423, 5.7853, -3.2934], [3.9461, 4.4407, -2.8819], [0.6159, 4.1095, -3.5892], [0.9297, 6.5489, -4.3188], [3.2566, 7.5840, -4.1306], [5.1509, 6.2072, -3.2045], [4.7812, 3.8403, -2.4942]]
}

---

{
  "formula": "C34H40N5O2P2Sr",
  "method": "ωB97M-V/def2-TZVPD",
  "energy_ev": -66872.3892,
  "total_charge": -1,
  "multiplicity": 1,
  "homo_lumo_gap_ev": 7.01,
  "e_above_lowest_kj_mol": 41.8,
  "elements": ["Sr", "C", "C", "C", "P", "C", "C", "C", "C", "C", "C", "C", "C", "C", "N", "C", "C", "C", "C", "C", "C", "P", "C", "C", "C", "C", "C", "C", "H", "H", "H", "H", "H", "H", "H", "H", "H", "H", "H", "H", "H", "H", "H", "H", "H", "H", "H", "H", "H", "H", "H", "H", "H", "H", "H", "H", "H", "H", "H", "H", "H", "H", "H", "H", "O", "C", "N", "C", "O", "C", "C", "C", "C", "C", "C", "H", "H", "H", "H", "N", "C", "N", "C", "N"],
  "positions_angstrom": [[-0.5612, 0.1611, 0.5959], [-3.2043, -0.2941, -3.8926], [-1.7974, 0.2912, -4.0371], [-1.3586, 0.2876, -5.5020], [-0.6820, -0.4576, -2.7565], [0.1228, -1.9766, -3.4703], [1.1878, -1.7778, -4.5442], [-0.9326, -2.9943, -3.9066], [0.7064, 0.7333, -2.6431], [0.8859, 1.8837, -3.4102], [1.9368, 2.7519, -3.1560], [2.8119, 2.4897, -2.1075], [2.6455, 1.3619, -1.3221], [1.6106, 0.4590, -1.5950], [1.3393, -0.6593, -0.8049], [2.1771, -1.7111, -0.7491], [3.3874, -1.7886, -1.4874], [4.1555, -2.9305, -1.5028], [3.7822, -4.0659, -0.7885], [2.6152, -4.0076, -0.0444], [1.8137, -2.8692, 0.0141], [0.3064, -2.7757, 1.0372], [0.7707, -3.3672, 2.7318], [1.3240, -4.7813, 2.8866], [1.7041, -2.3475, 3.3795], [-0.9139, -4.0658, 0.4500], [-0.4108, -5.0291, -0.6200], [-2.1742, -3.3392, -0.0236], [-3.9129, 0.2618, -4.5110], [-3.5529, -0.2595, -2.8606], [-3.2369, -1.3361, -4.2162], [-1.8496, 1.3357, -3.7042], [-1.4101, -0.7169, -5.9242], [-0.3414, 0.6522, -5.6422], [-2.0276, 0.9190, -6.0937], [0.6278, -2.3891, -2.5908], [0.7583, -1.4323, -5.4849], [1.6946, -2.7270, -4.7393], [1.9439, -1.0584, -4.2291], [-1.4130, -2.7012, -4.8418], [-1.7160, -3.1232, -3.1576], [-0.4662, -3.9693, -4.0706], [0.1980, 2.1130, -4.2139], [2.0655, 3.6385, -3.7640], [3.6183, 3.1799, -1.8900], [3.2905, 1.1671, -0.4733], [3.7034, -0.9324, -2.0686], [5.0655, -2.9405, -2.0934], [4.3787, -4.9678, -0.8146], [2.3072, -4.8905, 0.4978], [-0.1975, -3.3261, 3.2488], [2.3618, -4.8302, 2.5573], [0.7502, -5.5250, 2.3296], [1.3061, -5.0719, 3.9405], [2.6304, -2.2505, 2.8086], [1.9635, -2.6593, 4.3942], [1.2473, -1.3587, 3.4322], [-1.1670, -4.6395, 1.3491], [0.0560, -4.4937, -1.4485], [-1.2476, -5.6057, -1.0223], [0.3268, -5.7324, -0.2338], [-1.9567, -2.6774, -0.8676], [-2.6071, -2.7164, 0.7621], [-2.9398, -4.0497, -0.3451], [2.8700, 1.3059, 2.7433], [1.7564, 1.3834, 3.2231], [0.5638, 1.1832, 2.5692], [-0.4682, 1.3604, 3.4526], [-1.6542, 1.2280, 3.1706], [0.0886, 1.7244, 4.7993], [-0.5248, 2.0059, 6.0039], [0.3029, 2.2996, 7.0836], [1.6899, 2.3037, 6.9460], [2.2930, 2.0179, 5.7247], [1.4610, 1.7310, 4.6615], [-1.6029, 1.9971, 6.0956], [-0.1327, 2.5286, 8.0483], [2.3043, 2.5337, 7.8078], [3.3683, 2.0172, 5.6035], [-6.4925, -1.2701, -1.6519], [-5.9390, -0.7344, -0.7856], [-5.3936, -0.1175, 0.2566], [-4.1243, 0.1077, 0.1424], [-2.9821, 0.3483, 0.1021]]
}